No. 1
Entry from the Open Molecules 2025 dataset: a molecular structure, C26H66BO30 (wB97M-V/def2-TZVPD).

Computed properties:
LUMO energy = 0.06248 hartree
Frontier orbital gap = 0.3227 Ha
HOMO = -7.1 eV
Max |F| = 11.00 eV Å⁻¹

Structure (ORCA input):
```
! RIJCOSX wB97M-V def2-TZVPD def2/J DEFGRID3
* xyz -1 1
O 6.825 0.062 -33.934
O 6.152 3.733 -32.227
O -3.865 -2.844 -34.203
O 3.233 6.809 -32.435
O 9.604 3.656 -33.256
O -0.308 -1.661 -28.749
O 6.807 0.658 -30.978
O -0.087 6.023 -30.936
O 4.288 -2.593 -33.734
O 0.622 1.730 -34.773
O 1.987 0.013 -30.859
O 0.785 1.969 -32.501
O -0.433 -3.422 -32.526
O -0.779 4.847 -34.389
O 4.851 2.328 -34.235
O 2.833 1.572 -33.743
O -1.390 1.195 -35.055
O 0.714 4.455 -28.893
O -4.219 1.528 -33.126
O 3.614 3.645 -30.908
O 3.750 4.735 -34.057
O 0.173 -1.613 -35.510
O 6.395 8.792 -33.171
O -2.746 4.923 -29.318
O -4.412 4.875 -31.796
O 1.931 3.618 -33.854
O -1.269 1.152 -32.073
O -1.959 1.527 -28.650
O 3.928 1.272 -29.011
O -3.641 -0.883 -31.208
C -0.478 1.603 -34.360
C 8.432 3.105 -32.736
C 4.653 -1.213 -33.776
C 5.296 1.249 -29.295
C -0.613 5.123 -31.955
C 7.327 4.191 -32.732
C 5.478 0.747 -30.751
C 3.641 2.445 -34.071
C 0.138 -3.306 -33.868
C 3.085 3.721 -34.071
C -2.158 2.685 -29.405
C -4.320 -2.305 -32.930
C -3.799 2.926 -33.013
C 4.085 7.895 -32.878
C -0.356 1.494 -32.884
C 2.615 4.519 -30.496
C 5.582 7.805 -32.560
C 1.682 3.738 -29.597
C 0.158 -1.697 -34.110
C 1.041 -0.068 -29.813
C -4.855 3.550 -32.142
C -0.534 5.749 -33.358
C 6.172 -1.194 -33.577
C -2.762 3.776 -28.608
C -3.187 -1.553 -32.323
C -0.009 -1.151 -29.996
B 1.531 2.203 -33.742
H 1.169 5.101 -28.362
H 0.994 -1.166 -33.685
H -0.796 -0.857 -30.732
H 3.941 8.200 -33.945
H 5.795 7.985 -31.467
H 4.791 -0.111 -30.934
H 5.207 1.364 -31.577
H 1.797 -0.213 -29.011
H 3.441 5.967 -32.849
H -2.632 2.561 -30.341
H 3.750 8.883 -32.480
H 0.106 5.612 -30.133
H -1.657 4.989 -31.727
H 5.736 0.604 -28.544
H -2.314 -2.160 -32.064
H -1.273 6.597 -33.353
H -4.620 5.516 -32.508
H -3.792 3.541 -28.500
H 4.080 -0.731 -32.933
H -3.346 4.785 -30.033
H 6.682 -1.989 -34.054
H -0.132 -0.825 -35.879
H -2.791 3.126 -32.546
H 0.439 6.172 -33.490
H 4.328 -0.822 -34.732
H -5.776 3.683 -32.709
H 5.667 3.399 -32.970
H -0.773 -1.353 -33.599
H 0.523 -2.051 -28.456
H -1.144 2.974 -29.687
H -0.567 -3.863 -34.462
H 7.743 4.974 -32.154
H 4.095 4.024 -31.675
H 0.526 0.884 -29.490
H -1.947 0.800 -29.255
H 7.103 1.558 -31.225
H 8.050 2.226 -33.301
H -4.970 3.088 -31.200
H -3.396 -0.009 -31.387
H 2.138 5.012 -31.306
H 6.065 6.863 -32.683
H 3.607 -2.472 -34.357
H 6.411 -1.440 -32.521
H -0.190 4.981 -35.116
H 7.189 4.549 -33.802
H 2.128 3.081 -28.849
H -3.747 3.453 -34.009
H 6.241 0.810 -33.878
H 7.264 8.619 -32.783
H 1.078 -3.791 -34.069
H -0.482 -4.404 -32.441
H -3.931 1.143 -33.910
H 8.564 2.663 -31.714
H 10.253 3.795 -32.553
H 5.795 2.172 -29.126
H -2.948 -0.749 -32.989
H -2.263 3.866 -27.647
H 3.641 1.875 -29.728
H -4.508 -3.492 -34.454
H -4.647 -3.057 -32.284
H -0.165 4.117 -31.859
H 0.510 -2.018 -30.435
H 1.789 0.744 -31.420
H 1.081 3.036 -30.167
H 3.094 5.394 -30.081
H -5.152 -1.580 -33.188
*
```


No. 2
Entry from the Open Molecules 2025 dataset: 12 unconnected molecules or ions with the total composition C26H66BO30 (wB97M-V/def2-TZVPD).

Computed properties:
LUMO energy = 0.06098 hartree
Frontier orbital gap = 0.3354 Ha
HOMO = -7.5 eV
Max |F| = 4.49 eV Å⁻¹

Structure (ORCA input):
```
! RIJCOSX wB97M-V def2-TZVPD def2/J DEFGRID3
* xyz -1 1
O 18.577 -15.220 2.005
O 17.853 -7.160 -5.151
O 23.851 -13.986 -11.909
O 21.045 -12.970 -3.811
O 21.744 -16.683 8.530
O 25.707 -13.865 6.328
O 19.731 -12.879 2.779
O 13.139 -21.211 3.165
O 22.005 -14.341 -0.776
O 29.170 -9.906 -5.522
O 13.746 -20.164 5.854
O 19.378 -13.318 -12.093
O 17.327 -6.944 -2.142
O 17.185 -6.278 4.058
O 20.776 -12.961 0.799
O 27.316 -11.706 5.121
O 20.182 -13.221 -1.668
O 24.661 -6.915 0.549
O 19.827 -14.916 0.068
O 26.584 -20.672 -6.944
O 22.670 -21.492 0.424
O 21.645 -21.077 3.222
O 18.921 -16.091 -11.707
O 24.343 -20.801 -5.153
O 26.051 -12.601 -9.833
O 29.900 -9.515 -2.547
O 20.140 -19.195 7.839
O 23.356 -14.277 -2.628
O 15.160 -6.491 5.907
O 22.142 -6.895 -0.525
C 14.345 -21.201 3.829
C 15.157 -7.357 4.821
C 17.397 -8.184 -4.228
C 24.703 -13.010 -9.804
C 16.617 -7.546 4.348
C 22.362 -20.251 1.087
C 19.897 -13.288 1.647
C 22.300 -14.058 -2.019
C 21.276 -20.232 2.134
C 24.442 -14.268 -10.708
C 18.018 -15.101 -11.276
C 25.228 -12.694 5.712
C 21.089 -13.311 -2.601
C 28.639 -9.637 -3.234
C 19.290 -14.601 1.229
C 20.892 -16.817 7.389
C 25.726 -19.573 -6.684
C 19.655 -17.807 7.750
C 14.205 -21.350 5.328
C 26.184 -11.564 5.920
C 16.503 -7.550 -3.128
C 22.254 -6.905 0.846
C 18.795 -13.858 -10.962
C 28.712 -10.600 -4.360
C 23.629 -7.497 1.296
C 25.197 -19.659 -5.260
B 20.682 -13.843 -0.407
H 24.877 -12.841 4.690
H 17.151 -8.019 5.173
H 24.615 -18.743 -5.157
H 14.932 -22.003 3.382
H 26.242 -18.613 -6.670
H 24.811 -21.508 -5.603
H 24.021 -12.202 -10.067
H 24.318 -12.496 6.279
H 14.575 -6.873 4.037
H 24.485 -13.262 -8.766
H 22.996 -13.556 -11.831
H 18.660 -13.344 -12.729
H 21.007 -19.217 2.427
H 16.845 -8.919 -4.813
H 16.750 -6.373 -1.631
H 20.357 -20.676 1.754
H 15.754 -6.826 -3.448
H 29.822 -9.044 -1.714
H 22.882 -21.319 -0.496
H 23.706 -14.812 -10.116
H 21.444 -7.501 1.268
H 17.417 -15.492 -10.455
H 26.229 -12.055 -9.064
H 18.830 -17.773 7.039
H 22.068 -5.871 1.136
H 29.951 -10.380 -5.816
H 20.436 -19.345 6.939
H 27.052 -20.436 -7.748
H 16.691 -8.285 3.550
H 25.640 -10.721 5.492
H 23.767 -7.474 2.377
H 15.911 -8.289 -2.588
H 27.916 -9.960 -2.484
H 25.912 -19.584 -4.440
H 14.623 -8.269 5.088
H 21.189 -6.868 -0.635
H 25.244 -15.002 -10.783
H 18.420 -16.905 -11.791
H 19.596 -14.091 -10.259
H 12.829 -20.411 5.991
H 21.557 -21.994 2.950
H 22.497 -16.217 8.160
H 14.877 -20.261 3.687
H 28.267 -8.657 -3.532
H 18.244 -8.753 -3.845
H 18.106 -6.420 4.289
H 22.156 -19.518 0.306
H 24.926 -19.527 -7.423
H 27.708 -10.906 -4.652
H 27.761 -12.541 5.285
H 18.204 -13.046 -10.540
H 29.374 -11.456 -4.230
H 13.549 -22.159 5.647
H 26.474 -14.090 5.797
H 19.222 -17.590 8.727
H 15.192 -21.524 5.758
H 20.373 -15.876 7.209
H 12.786 -20.322 3.079
H 23.719 -8.551 1.034
H 26.402 -11.373 6.971
H 21.502 -17.135 6.544
H 25.523 -6.961 0.969
H 15.462 -5.624 5.626
H 18.582 -6.675 -4.756
H 17.354 -14.960 -12.128
H 23.259 -19.930 1.617
*
```


No. 3
Entry from the Open Molecules 2025 dataset: 6 unconnected molecules or ions with the total composition C26H66N4O14 (wB97M-V/def2-TZVPD).

Computed properties:
LUMO energy = -0.13856 hartree
Frontier orbital gap = 0.3682 Ha
HOMO = -13.8 eV
Max |F| = 3.58 eV Å⁻¹

Structure (ORCA input):
```
! RIJCOSX wB97M-V def2-TZVPD def2/J DEFGRID3
* xyz 2 1
O -2.522 -4.198 3.026
O 1.210 1.025 -4.519
O -0.151 -0.320 2.318
O -0.604 -1.506 -0.914
O 1.072 5.331 -0.646
O -1.019 1.647 1.723
O -4.264 0.375 1.692
O 3.612 -0.213 -0.758
O 0.747 -1.520 -2.716
O 1.140 1.206 1.141
O 2.640 -3.653 0.246
O -0.634 7.188 2.444
O -2.671 -3.935 -0.840
O -0.106 0.426 -1.833
N -2.553 -1.227 3.003
N -0.005 4.072 1.537
N 0.286 -3.926 -1.179
N 3.015 -0.725 -3.452
C -3.183 -1.689 1.788
C 3.450 -4.619 0.874
C 0.182 -4.158 0.239
C -1.970 -5.469 2.649
C 0.295 6.190 2.819
C -0.871 4.539 0.391
C -1.553 -3.432 3.745
C -4.059 -4.359 -0.868
C -0.656 -4.745 -1.970
C 1.350 -3.437 0.898
C -0.117 0.795 1.748
C -0.234 4.737 2.789
C 4.243 0.698 0.156
C 3.954 -1.613 -2.605
C 2.575 1.337 -4.682
C -2.090 -4.203 -2.106
C -0.912 8.276 3.291
C -2.308 -2.184 4.144
C 0.411 1.238 -5.660
C 4.598 -0.880 -1.502
C -0.045 4.545 -0.880
C -4.431 1.703 1.187
C 3.387 0.680 -3.604
C -3.481 -0.501 0.931
C 0.842 6.701 -0.928
C 0.049 -0.901 -1.852
H 3.241 -4.702 1.956
H -4.152 -5.406 -1.134
H -0.678 -3.565 0.537
H -4.258 -4.362 0.214
H 5.178 -0.141 -2.061
H -3.160 -0.416 3.263
H 4.551 -4.310 0.819
H -0.701 8.067 4.332
H -0.829 -5.679 -1.413
H 1.174 6.289 2.114
H -5.261 1.996 1.762
H -2.567 -2.292 1.131
H -4.080 -2.279 2.011
H 4.419 0.856 -3.719
H -0.258 -4.955 -2.981
H 0.378 3.532 -1.117
H 3.290 -2.417 -2.275
H -0.086 -2.926 -1.344
H -2.478 -5.869 1.818
H 1.313 7.362 -0.226
H -1.968 -6.206 3.491
H -4.580 1.779 0.067
H 4.610 -2.115 -3.295
H -0.227 3.064 1.686
H -0.437 0.485 -5.712
H 0.483 0.811 -2.521
H 2.892 -1.287 -4.332
H -2.611 -4.986 -2.701
H -1.820 -1.643 4.964
H -3.266 -2.585 4.489
H 0.327 4.152 3.574
H -4.742 -3.710 -1.496
H -0.627 -3.342 3.172
H 0.027 -5.214 0.363
H 1.170 7.004 -1.888
H -0.223 6.922 -0.888
H 1.276 -4.017 -1.496
H -1.278 4.782 3.003
H 5.308 -1.440 -0.884
H 1.007 1.023 -6.582
H -1.942 8.455 3.070
H 2.906 0.971 -5.680
H 4.519 1.587 -0.436
H 3.480 0.945 0.853
H -0.347 9.180 2.952
H -1.096 5.547 0.659
H -1.589 -0.756 2.770
H 0.992 4.150 1.293
H -1.282 -3.983 4.653
H -2.536 -0.019 0.638
H 5.132 0.223 0.435
H -1.770 3.979 0.293
H 0.088 2.291 -5.723
H 1.331 -3.707 1.960
H -3.937 -0.726 -0.029
H -0.937 -5.285 2.259
H 0.673 6.394 3.813
H 1.156 -2.381 0.877
H 1.983 -0.839 -3.087
H -3.481 2.250 1.440
H 2.848 2.420 -4.677
H 3.090 1.131 -2.639
H -2.257 -3.263 -2.710
H 1.338 0.703 0.328
H -0.628 4.851 -1.814
H 3.284 -5.672 0.537
*
```


No. 4
Entry from the Open Molecules 2025 dataset: a molecular structure, C26H67O2RuS2Si7Te (wB97M-V/def2-TZVPD).

Computed properties:
LUMO energy (alpha / beta) = 0.15800 / 0.15798 hartree
Frontier orbital gap (alpha / beta) = 0.1942 / 0.1919 Ha
HOMO (alpha / beta) = -1.0 / -0.9 eV
Max |F| = 0.65 eV Å⁻¹

Structure (ORCA input):
```
! RIJCOSX wB97M-V def2-TZVPD def2/J DEFGRID3
* xyz -2 2
Te 0.318 1.776 -2.605
Ru 0.156 0.244 -0.510
S -1.652 1.368 0.339
S 1.190 0.911 1.348
Si -1.772 -1.594 -2.796
Si -1.485 3.422 -3.214
Si -0.100 5.306 -3.407
Si 0.909 -2.780 -1.728
Si -2.319 3.012 -5.383
Si -1.511 -2.316 0.122
Si -3.319 4.146 -1.959
O 2.036 -0.153 -1.398
O -0.558 -1.817 1.397
C -2.292 2.571 2.750
C 3.286 0.100 -0.846
C 0.429 -4.562 -2.250
C -1.067 2.049 -6.401
C -1.702 -4.182 0.409
C -2.783 5.060 -0.416
C 1.955 -2.292 -3.213
C -3.270 -1.711 0.373
C 0.516 2.093 3.768
C -0.816 -1.952 2.762
C -0.991 -1.412 -4.496
C -3.029 -0.212 -2.581
C -2.820 -3.175 -3.002
C -0.609 -1.763 -1.370
C 3.673 1.576 -0.966
C -4.562 2.850 -1.428
C -0.857 6.912 -4.059
C 0.031 1.681 2.398
C 4.335 -0.752 -1.568
C 0.670 5.720 -1.743
C -1.218 1.885 1.945
C 1.309 4.888 -4.585
C -2.686 4.616 -6.317
C -4.302 5.370 -3.018
C -3.940 2.050 -5.419
C 1.969 -3.063 -0.200
H -2.720 3.413 2.204
H 4.601 1.789 -0.421
H 0.031 -4.561 -3.270
H 3.816 1.835 -2.020
H 1.497 -3.786 0.473
H -3.290 4.390 -7.203
H 3.335 -0.169 0.223
H -3.653 -2.151 1.302
H 0.088 -1.674 3.311
H -2.141 -4.676 -0.462
H -1.624 -1.283 3.085
H -4.826 4.853 -3.828
H 5.341 -0.567 -1.173
H -0.318 2.717 -6.837
H -3.118 1.886 2.963
H 0.493 3.180 3.901
H -0.015 6.278 -1.101
H -1.085 -2.984 3.030
H -5.405 3.378 -0.966
H -0.736 -4.655 0.605
H -1.310 6.797 -5.044
H -1.617 7.318 -3.386
H -2.358 -4.368 1.266
H 4.329 -0.510 -2.635
H 2.883 2.211 -0.564
H -4.127 2.170 -0.692
H 1.470 -2.557 -4.152
H -3.512 -3.318 -2.167
H 1.318 -5.205 -2.246
H 1.568 6.327 -1.900
H -3.664 5.296 0.191
H -3.313 -0.628 0.461
H -3.414 -3.125 -3.922
H -0.087 1.652 4.569
H -3.233 5.338 -5.708
H -0.318 -5.021 -1.604
H -1.762 5.095 -6.649
H -3.935 -2.023 -0.436
H -2.259 5.991 -0.643
H 1.807 3.969 -4.272
H 2.043 5.701 -4.593
H 0.958 4.808 -1.214
H 4.108 -1.812 -1.464
H -4.263 1.941 -6.461
H -5.053 5.854 -2.383
H 2.196 -1.231 -3.197
H 1.547 1.769 3.913
H -3.837 1.052 -4.992
H 0.949 4.736 -5.608
H -0.537 1.327 -5.776
H -3.685 6.148 -3.471
H -4.056 -0.592 -2.547
H -2.115 4.420 0.160
H -1.909 2.949 3.700
H -0.050 7.650 -4.137
H -0.240 -0.621 -4.513
H 2.893 -2.860 -3.152
H -2.181 -4.061 -3.058
H 2.941 -3.465 -0.506
H -4.939 2.247 -2.257
H -2.959 0.510 -3.397
H -0.526 -2.342 -4.828
H -1.562 1.505 -7.212
H -2.841 0.337 -1.663
H -4.732 2.563 -4.866
H 2.128 -2.142 0.360
H -1.782 -1.160 -5.213
*
```


max |F| of number 1 (C26H66BO30)?
11.00 eV Å⁻¹


The highest max |F| belongs to which entry?
number 1